No. 1
A molecular structure, C31H46CeCl2NP in a non-equilibrium geometry. Source: the OMol25 dataset; level of theory: ωB97M-V/def2-TZVPD.

Values from the calculation:
LUMO level (alpha / beta) in eV: -0.713 / -0.713
Highest occupied orbital energy (alpha / beta) in eV: -6.33 / -6.32
Energy in hartree: -3000.49190
ΔE to the lowest compared entry with this formula, charge and spin in kJ/mol: 28.9
Frontier orbital gap (alpha / beta) in Eh: 0.2064 / 0.2062

Structure (ORCA input):
```
! RIJCOSX wB97M-V def2-TZVPD def2/J DEFGRID3
* xyz 0 1
P 0.07716 -0.74457 -1.45208
C 1.64165 -0.10051 -2.30243
C 1.90613 -0.47203 -3.76725
C 3.31823 -0.03548 -4.17794
C 3.59728 1.44612 -3.89578
C 3.22422 1.85960 -2.46768
C 1.80805 1.40930 -2.07836
C -1.34751 0.14176 -2.31246
C -1.26460 0.31400 -3.82713
C -2.58085 0.88839 -4.36787
C -2.98263 2.19377 -3.67075
C -2.93543 2.09898 -2.14068
C -1.62725 1.48521 -1.62043
C -0.07071 -2.42197 -2.25474
C 1.13403 -3.29102 -1.84989
C 1.03640 -4.71298 -2.41897
C -0.30002 -5.39188 -2.09876
C -1.50255 -4.51700 -2.46709
C -1.41100 -3.09081 -1.90300
H 2.41123 -0.60949 -1.68960
H 1.17438 0.01441 -4.42448
H 1.80201 -1.55274 -3.93094
H 3.46799 -0.25023 -5.24327
H 4.04362 -0.64554 -3.62181
H 4.66020 1.65137 -4.06807
H 3.03629 2.06531 -4.60989
H 3.93459 1.40754 -1.76136
H 3.30378 2.94735 -2.35541
H 1.62195 1.65813 -1.02350
H 1.07418 1.96079 -2.68655
H -2.20243 -0.52326 -2.09769
H -3.37418 0.14218 -4.22259
H -1.04680 -0.63920 -4.33080
H -0.44812 1.00804 -4.07362
H -2.48720 1.05302 -5.44838
H -3.99331 2.47629 -3.98748
H -2.31302 2.99979 -4.00146
H -3.06979 3.09346 -1.69865
H -3.77274 1.47674 -1.79390
H -1.69114 1.33299 -0.53401
H -0.79506 2.18034 -1.80578
H -0.04862 -2.26624 -3.34954
H 2.07613 -2.83710 -2.19022
H 1.19078 -3.33731 -0.75167
H 1.16574 -4.66897 -3.50938
H 1.86497 -5.31250 -2.02548
H -0.33785 -5.62279 -1.02541
H -0.36475 -6.34662 -2.63278
H -2.42867 -4.98315 -2.11299
H -1.57655 -4.45420 -3.56156
H -2.24957 -2.50669 -2.30755
H -1.53935 -3.10533 -0.80962
Ce 0.05656 -0.17496 2.76993
Cl -2.12888 -0.56535 1.50286
Cl 2.30381 0.27099 1.62780
C -0.39524 1.80939 3.64248
H -0.68294 1.59454 4.69512
C -0.48994 3.18195 3.20668
C -1.18422 4.21936 3.91057
C -1.34087 5.48693 3.34749
C -0.79144 5.79169 2.08799
C -0.06273 4.80573 1.40525
C 0.11979 3.54656 1.95912
H -1.60630 4.00641 4.89785
H -1.88715 6.26550 3.88123
H 0.38297 5.02892 0.43564
H 0.74596 2.78982 1.46745
H -0.91683 6.77883 1.64380
C 0.32797 -1.89942 9.25238
C 0.23681 -1.51510 7.80421
C 1.35257 -1.02602 7.12611
C 1.27842 -0.74032 5.76324
N 0.11320 -0.89606 5.06734
C -0.99697 -1.34024 5.72818
C -0.95804 -1.63891 7.09067
H 1.07505 -2.69162 9.40920
H 0.62368 -1.03681 9.86509
H -0.64207 -2.26356 9.60540
H 2.28816 -0.85804 7.65684
H 2.14169 -0.38099 5.18891
H -1.90645 -1.45152 5.12776
H -1.86583 -1.96296 7.59212
*
```

Atomic partial charges in e from the Löwdin method, atoms 1 to 4: 1.099 -0.446 -0.212 -0.199


No. 2
A gas-phase ion, C7H14N4 (charge +2) in a non-equilibrium geometry. Source: the OMol25 dataset; level of theory: ωB97M-V/def2-TZVPD.

Values from the calculation:
LUMO level in eV: -9.830
Highest occupied orbital energy in eV: -16.86
Energy in hartree: -493.32487
ΔE to the lowest compared entry with this formula, charge and spin in kJ/mol: 520.6
Frontier orbital gap in Eh: 0.2583

Structure (ORCA input):
```
! RIJCOSX wB97M-V def2-TZVPD def2/J DEFGRID3
* xyz 2 1
C -0.40635 0.44265 0.40174
C -2.20670 0.92845 -1.28004
C -4.27424 -0.89400 -3.78334
C 3.04875 -0.76042 1.32114
C 2.16406 1.30823 2.19225
C 1.06276 0.20066 0.22960
C 1.73834 -0.02845 1.56281
N -1.26843 0.62397 -0.47630
N -3.90150 0.05120 -2.44647
N -2.73739 0.17482 -2.17715
N -5.05678 -0.30192 -4.58516
H -0.61209 0.37433 1.43460
H -2.37673 2.09466 -1.50305
H -4.10945 -2.01524 -3.84230
H 2.82467 -1.82777 1.02240
H 3.73821 -0.78503 2.18532
H 3.60312 -0.23920 0.44273
H 2.86904 1.79416 1.52257
H 1.41069 1.93603 2.44936
H 2.74848 0.88353 3.07386
H 1.63609 0.91468 -0.41121
H 1.24736 -0.72792 -0.36806
H 1.04904 -0.59226 2.20870
H -5.56156 -0.89285 -5.26653
H -5.35789 0.69076 -4.57962
*
```

Atomic partial charges in e from the Löwdin method, atoms 1 to 4: 0.048 -0.089 0.098 -0.082


No. 3
A molecular structure, C40H49FN3O6PTcTe2 in a non-equilibrium geometry. Source: the OMol25 dataset; level of theory: ωB97M-V/def2-TZVPD.

Values from the calculation:
LUMO level (alpha / beta) in eV: 2.295 / 1.879
Highest occupied orbital energy (alpha / beta) in eV: -4.87 / -4.89
Energy in hartree: -3227.49060
Frontier orbital gap (alpha / beta) in Eh: 0.2633 / 0.2486

Structure (ORCA input):
```
! RIJCOSX wB97M-V def2-TZVPD def2/J DEFGRID3
* xyz -1 3
Tc 1.79087 -0.33965 0.63494
O 0.48890 0.91518 -0.13301
C 0.62617 1.99465 -0.88279
C 1.14631 3.18730 -0.33651
C 1.33558 4.29084 -1.09124
C 1.11597 4.23293 -2.44532
C 0.64161 3.06261 -3.02329
C 0.37526 1.91727 -2.25096
C 0.29087 0.51145 -2.81835
N -0.54977 -0.31063 -2.38869
C -0.21402 -1.64313 -2.67846
C 0.47476 -2.28956 -1.30094
N 1.71624 -1.50623 -1.04535
C 2.74204 -1.89801 -1.71710
C 4.02676 -1.24438 -1.82599
C 5.01020 -1.79669 -2.65198
C 6.14218 -1.12270 -2.87565
C 6.31743 0.19536 -2.37512
C 5.30031 0.74321 -1.62190
C 4.17240 0.06988 -1.25954
O 3.29878 0.58062 -0.46339
H 1.37921 3.09777 0.70196
H 1.79294 5.15246 -0.58292
H 1.59029 5.02417 -2.94003
H 0.71985 2.86473 -4.11165
H 1.12681 0.36027 -3.50686
H 0.48029 -1.76388 -3.53349
H -1.17386 -2.12505 -2.71304
H 0.61114 -3.38019 -1.54010
H -0.27578 -1.87078 -0.59970
H 2.58893 -2.65439 -2.49876
H 4.80664 -2.73450 -3.08514
H 6.84801 -1.56020 -3.55039
H 7.28524 0.75402 -2.58513
H 5.37544 1.78100 -1.31272
F 2.35664 0.97369 1.87540
C 2.45366 -5.43238 4.23058
C 3.64592 -4.55841 3.77788
O 3.23871 -3.37491 3.09480
P 3.99252 -2.84425 1.77939
O 3.27450 -1.61022 1.32675
Te 4.08465 -4.68990 0.15069
O 5.43871 -2.29703 2.38850
C 6.18338 -1.30116 1.60371
C 7.63168 -1.20043 2.18072
H 2.72522 -6.31362 4.83636
H 1.84701 -5.70933 3.35145
H 1.77129 -5.00254 4.92782
H 4.25034 -5.17804 3.12072
H 4.33752 -4.23043 4.54543
H 5.67844 -0.22979 1.64853
H 6.25145 -1.61913 0.54474
H 7.79740 -1.02149 3.23900
H 8.09528 -0.45129 1.63721
H 8.20666 -2.08875 1.91758
C 0.09629 -2.18065 3.51622
C 0.16372 -2.37820 2.05966
O -0.38052 -3.36024 1.53493
N 0.58295 -1.29634 1.37498
Te -2.52973 0.12504 0.55117
C -4.62955 -0.13260 0.75750
C -5.04236 -1.48406 0.68350
C -4.00882 -2.59887 0.61276
C -6.38690 -1.74767 0.63535
C -7.35864 -0.75206 0.60844
C -8.79863 -1.07995 0.50919
C -6.95419 0.57138 0.69219
C -5.59209 0.91737 0.81145
C -5.20987 2.38991 0.98458
C -2.53640 2.15309 -0.34698
C -3.02075 2.29127 -1.66466
C -3.57236 1.13579 -2.49722
C -2.92875 3.58137 -2.22525
C -2.34147 4.62286 -1.52308
C -2.17206 5.99551 -2.09807
C -1.94519 4.48145 -0.24523
C -2.04203 3.27112 0.40141
C -1.49430 3.08737 1.76793
H 1.03363 -2.50056 3.95273
H -0.74435 -2.81299 3.79786
H -0.08775 -1.14531 3.91648
H -3.45108 -2.72837 1.50285
H -3.32475 -2.36571 -0.25042
H -4.48895 -3.52784 0.40032
H -6.87588 -2.70045 0.55328
H -9.03970 -1.97011 -0.06046
H -9.25794 -0.24700 -0.02946
H -9.22810 -1.18448 1.49314
H -7.68712 1.33775 0.62836
H -6.11830 2.92641 1.26513
H -4.80011 2.87836 0.11772
H -4.38662 2.44538 1.66904
H -2.68411 0.62224 -2.90967
H -4.19919 1.38090 -3.37448
H -4.03161 0.38899 -1.82110
H -3.20452 3.76760 -3.32664
H -1.47444 6.02659 -2.97963
H -1.88439 6.74676 -1.36320
H -3.12325 6.34197 -2.55519
H -1.42453 5.29925 0.18914
H -1.06619 4.02702 2.11703
H -0.77933 2.29480 1.73377
H -2.23472 2.76951 2.66399
*
```

Atomic partial charges in e from the Löwdin method, atoms 1 to 4: 1.763 -0.320 -0.354 -0.028


- Which formula does entry 3 have?
  C40H49FN3O6PTcTe2